(1)
{"formula": "C23H30N3O4S2", "method": "ωB97M-V with the def2-TZVPD basis set", "spin_multiplicity": 1, "total_charge": -1, "gap_ha": 0.201, "de_lowest_ev": 20.340, "energy_ha": -2155.3045, "elements": ["O", "C", "O", "C", "C", "C", "S", "C", "S", "N", "C", "C", "C", "C", "C", "C", "C", "C", "C", "C", "C", "C", "H", "H", "H", "H", "H", "H", "H", "H", "H", "H", "H", "H", "H", "H", "H", "H", "C", "O", "N", "C", "C", "H", "H", "H", "H", "H", "H", "H", "C", "O", "N", "C", "C", "H", "H", "H", "H", "H", "H", "H"], "coordinates": [[0.698, -4.227, 3.017], [0.573, -4.228, 1.688], [1.333, -5.057, 0.736], [-0.513, -3.156, 1.001], [0.450, -2.036, 0.220], [-0.239, -0.551, 0.557], [-1.671, -0.394, -0.683], [-3.172, 0.372, 0.136], [-2.987, 1.957, 0.805], [-4.547, -0.247, 0.251], [-4.887, -0.627, 1.694], [-6.507, -0.940, 1.967], [-7.066, -1.372, 3.459], [-5.923, -1.486, 4.658], [-4.310, -1.177, 4.430], [-3.776, -0.727, 2.916], [-4.683, -1.536, -0.527], [-4.153, -3.003, 0.043], [-4.359, -4.404, -0.836], [-5.120, -4.306, -2.318], [-5.649, -2.838, -2.850], [-5.437, -1.444, -1.996], [-1.162, -2.664, 1.860], [-1.262, -3.685, 0.261], [1.573, -2.103, 0.543], [0.274, -2.203, -0.927], [-0.588, -0.551, 1.675], [0.549, 0.338, 0.443], [-7.278, -0.835, 1.073], [-8.225, -1.581, 3.646], [-6.287, -1.823, 5.739], [-3.515, -1.265, 5.308], [-2.627, -0.478, 2.742], [-3.632, -3.118, 1.093], [-4.001, -5.463, -0.417], [-5.246, -5.301, -2.923], [-6.216, -2.816, -3.893], [-5.823, -0.393, -2.369], [2.371, 0.630, -1.682], [1.571, -0.234, -2.022], [2.656, 1.778, -2.391], [3.618, 2.754, -1.921], [1.975, 2.016, -3.646], [2.943, 0.547, -0.745], [3.112, 3.715, -1.793], [4.414, 2.853, -2.664], [4.054, 2.449, -0.966], [0.897, 2.049, -3.465], [2.192, 1.191, -4.331], [2.303, 2.960, -4.091], [6.578, 4.497, -1.142], [5.964, 3.544, -1.605], [7.664, 4.413, -0.296], [8.337, 5.591, 0.211], [8.147, 3.107, 0.099], [6.293, 5.535, -1.378], [9.383, 5.565, -0.108], [8.286, 5.585, 1.304], [7.870, 6.505, -0.165], [8.434, 2.548, -0.797], [7.342, 2.568, 0.607], [9.008, 3.199, 0.767]]}



(2)
{"formula": "C15H11N5O6RuS2", "method": "ωB97M-V with the def2-TZVPD basis set", "spin_multiplicity": 2, "total_charge": -1, "gap_ha": [0.248, 0.253], "de_lowest_ev": 0.000, "energy_ha": -2194.8602, "elements": ["Ru", "O", "C", "O", "C", "C", "C", "C", "C", "N", "C", "O", "O", "H", "H", "H", "H", "N", "C", "S", "N", "N", "C", "C", "C", "C", "C", "C", "C", "O", "H", "H", "H", "H", "H", "H", "H", "O", "S", "N"], "coordinates": [[0.219, -0.625, -0.451], [2.274, 3.234, 1.490], [1.589, 2.065, 1.396], [0.402, 2.016, 1.519], [2.516, 0.907, 1.148], [3.853, 1.021, 1.485], [4.670, -0.097, 1.400], [4.111, -1.293, 1.009], [2.772, -1.320, 0.646], [1.996, -0.235, 0.673], [2.114, -2.634, 0.252], [2.773, -3.656, 0.361], [0.897, -2.528, -0.117], [1.598, 3.909, 1.649], [4.228, 1.971, 1.831], [5.720, -0.030, 1.655], [4.662, -2.221, 0.952], [-3.069, -2.984, 1.028], [-2.229, -2.123, 0.354], [-1.239, -1.061, 1.332], [-2.278, -2.132, -0.938], [-1.447, -1.162, -1.483], [-1.775, -0.693, -2.624], [-1.188, 0.512, -3.180], [-1.447, 0.820, -4.518], [-1.031, 2.007, -5.086], [-0.362, 2.930, -4.279], [-0.112, 2.661, -2.952], [-0.496, 1.442, -2.355], [-0.216, 1.256, -1.093], [-2.728, -3.265, 1.932], [-3.413, -3.739, 0.455], [-2.607, -1.168, -3.139], [-1.986, 0.093, -5.116], [-1.223, 2.218, -6.129], [-0.029, 3.872, -4.702], [0.412, 3.372, -2.325], [2.500, -1.977, -4.010], [2.436, -0.777, -3.169], [1.489, -0.651, -2.068]]}



(3)
{"formula": "C33H42N2O7", "method": "ωB97M-V with the def2-TZVPD basis set", "spin_multiplicity": 1, "gap_ha": 0.308, "energy_ha": -1918.8777, "elements": ["C", "C", "O", "C", "C", "C", "O", "O", "C", "C", "C", "O", "O", "C", "C", "O", "H", "H", "H", "H", "H", "H", "H", "H", "H", "H", "H", "H", "H", "H", "H", "C", "N", "C", "O", "C", "C", "C", "C", "C", "C", "C", "C", "N", "C", "C", "C", "C", "C", "C", "C", "C", "C", "C", "C", "C", "C", "H", "H", "H", "H", "H", "H", "H", "H", "H", "H", "H", "H", "H", "H", "H", "H", "H", "H", "H", "H", "H", "H", "H", "H", "H", "H", "H"], "coordinates": [[2.686, -0.277, 2.811], [2.086, 1.054, 2.486], [0.740, 0.710, 2.069], [0.018, 1.786, 1.751], [-1.274, 1.434, 1.005], [-2.331, 2.243, 1.802], [-2.070, 2.683, 2.902], [-3.554, 2.370, 1.237], [-4.540, 3.060, 2.067], [-5.790, 2.229, 2.204], [-1.683, 0.006, 1.352], [-1.119, -0.995, 0.945], [-2.764, -0.106, 2.134], [-3.124, -1.506, 2.215], [-4.427, -1.571, 2.943], [0.422, 2.923, 1.953], [3.734, -0.195, 3.086], [2.145, -0.724, 3.647], [2.607, -0.949, 1.955], [2.031, 1.720, 3.353], [2.599, 1.575, 1.667], [-4.104, 3.203, 3.059], [-4.724, 4.021, 1.581], [-6.611, 2.865, 2.563], [-6.103, 1.763, 1.260], [-5.635, 1.434, 2.950], [-3.226, -1.886, 1.194], [-2.309, -2.025, 2.734], [-4.734, -2.614, 3.000], [-4.336, -1.184, 3.961], [-5.199, -1.016, 2.409], [4.620, -2.040, -3.133], [3.313, -1.950, -2.522], [2.524, -3.055, -2.418], [2.814, -4.182, -2.815], [1.218, -2.634, -1.751], [0.977, -3.336, -0.404], [0.836, -4.832, -0.563], [1.664, -5.693, 0.165], [1.613, -7.068, -0.064], [0.713, -7.593, -0.999], [-0.138, -6.731, -1.707], [-0.083, -5.352, -1.481], [1.381, -1.191, -1.597], [0.316, -0.439, -1.181], [0.325, 0.853, -0.795], [-0.919, 1.670, -0.453], [-0.740, 3.186, -0.613], [-1.878, 3.985, -0.477], [-1.754, 5.366, -0.397], [-0.527, 5.978, -0.691], [-0.435, 7.470, -0.694], [0.580, 5.184, -0.980], [0.486, 3.794, -0.914], [2.692, -0.697, -2.098], [3.548, -0.050, -1.009], [2.558, 0.264, -3.293], [4.857, -3.089, -3.329], [4.652, -1.491, -4.081], [5.382, -1.623, -2.471], [0.384, -2.838, -2.452], [1.834, -3.104, 0.256], [0.074, -2.890, 0.044], [2.353, -5.261, 0.896], [2.291, -7.726, 0.483], [0.679, -8.669, -1.182], [-0.833, -7.129, -2.446], [-0.749, -4.673, -2.020], [-0.633, -0.977, -1.255], [1.265, 1.424, -0.803], [-1.760, 1.359, -1.106], [-2.872, 3.532, -0.435], [-2.602, 5.987, -0.092], [0.572, 7.794, -0.954], [-1.129, 7.889, -1.427], [-0.704, 7.889, 0.279], [1.543, 5.649, -1.217], [1.382, 3.215, -1.118], [3.753, -0.771, -0.207], [4.507, 0.272, -1.437], [3.048, 0.822, -0.586], [2.174, -0.288, -4.160], [1.872, 1.080, -3.043], [3.542, 0.683, -3.546]]}